The following is a quantum chemistry calculation of an isolated molecule of C3H5NO at a distorted geometry, from the OMol25 dataset.

```
10
C3H5NO (the ωB97M-V functional and the def2-TZVPD basis)
C -0.843 -0.593 0.167
C 0.489 0.001 0.252
C 0.508 1.482 0.109
H -1.550 0.060 -0.369
H 1.182 -0.484 0.897
H -0.405 2.043 -0.009
H 1.296 2.036 0.579
H 0.317 0.506 -1.708
N 1.026 0.626 -0.965
O -1.118 -1.735 0.525
```

Computed properties:
SMILES = O=C[C@@H]1CN1
DFT total energy = -6727.94122 eV
E_LUMO = 0.76 eV
HOMO = -10.19 eV
Relative energy (zero: lowest compared OMol25 entry of this formula, charge and spin) = 157.41 kJ/mol

***

The following is a quantum chemistry calculation of an isolated molecule of C3H5NO, from the OMol25 dataset.

```
10
C3H5NO (the ωB97M-V functional and the def2-TZVPD basis)
O -0.723 2.266 -0.547
C -0.248 1.057 -0.074
C 0.452 -1.964 0.474
C -0.371 -1.126 -0.105
N -0.985 -0.159 -0.549
H -0.204 2.517 -1.318
H -0.351 1.063 1.014
H 0.805 0.900 -0.343
H 0.307 -2.226 1.516
H 1.318 -2.328 -0.068
```

Computed properties:
SMILES = C=C=NCO
DFT total energy = -6727.53538 eV
E_LUMO = 0.82 eV
HOMO = -9.35 eV
Relative energy (zero: lowest compared OMol25 entry of this formula, charge and spin) = 196.57 kJ/mol

***

The following is a quantum chemistry calculation of a cluster of 2 separate species, C3H5NO in total at a distorted geometry, from the OMol25 dataset.

```
10
C3H5NO (the ωB97M-V functional and the def2-TZVPD basis)
C 0.491 0.620 -0.411
C 0.431 -0.679 0.008
C -0.748 -1.132 0.764
H 1.454 2.661 -0.461
H 2.317 0.951 -1.275
H -0.382 1.151 -0.180
H 1.214 -1.352 -0.007
H -0.846 -2.144 1.195
N 1.379 1.369 -1.033
O -1.807 -0.463 0.724
```

Computed properties:
DFT total energy = -6726.62375 eV
E_LUMO = -0.29 eV
HOMO = -8.64 eV
Relative energy (zero: lowest compared OMol25 entry of this formula, charge and spin) = 284.53 kJ/mol

***

The following is a quantum chemistry calculation of an isolated molecule of C3H5NO at a distorted geometry, from the OMol25 dataset.

```
10
C3H5NO (the ωB97M-V functional and the def2-TZVPD basis)
C -0.699 0.752 0.112
O -0.933 -0.050 -1.052
C 0.309 -0.763 -0.935
C 0.472 -0.210 0.442
N 1.088 -0.412 1.521
H -1.602 0.839 0.750
H -0.382 1.784 -0.131
H 0.492 0.287 1.961
H 1.066 -0.383 -1.629
H 0.188 -1.843 -1.037
```

Computed properties:
SMILES = N=C1COC1
DFT total energy = -6727.22792 eV
E_LUMO = 0.97 eV
HOMO = -10.22 eV
Relative energy (zero: lowest compared OMol25 entry of this formula, charge and spin) = 226.23 kJ/mol

***

The following is a quantum chemistry calculation of an isolated molecule of C3H5NO at a distorted geometry, from the OMol25 dataset.

```
10
C3H5NO (the ωB97M-V functional and the def2-TZVPD basis)
C 0.647 0.797 -0.998
C -0.183 -0.930 0.644
C -1.251 -0.263 1.517
H 1.763 0.919 -0.652
H 0.454 0.596 -2.241
H 0.025 1.647 -0.784
H 0.888 -0.937 1.185
H -0.221 -2.032 0.189
N -2.025 0.631 1.834
O -0.098 -0.428 -0.694
```

Computed properties:
SMILES = COCC#N
DFT total energy = -6726.17523 eV
E_LUMO = 0.68 eV
HOMO = -10.88 eV
Relative energy (zero: lowest compared OMol25 entry of this formula, charge and spin) = 327.80 kJ/mol

***

The following is a quantum chemistry calculation of a structure of composition C3H5NO at a distorted geometry, from the OMol25 dataset.

```
10
C3H5NO (the ωB97M-V functional and the def2-TZVPD basis)
C -0.940 -0.968 -0.324
C -1.502 0.078 0.298
C 1.481 0.279 0.052
N 0.270 0.418 -0.756
O -0.729 1.132 0.061
H -1.157 -1.867 -0.892
H -2.461 0.084 0.962
H 1.251 -0.139 1.119
H 2.082 -0.356 -0.742
H 1.705 1.340 0.221
```

Computed properties:
DFT total energy = -6723.89142 eV
E_LUMO = 1.13 eV
HOMO = -9.26 eV
Relative energy (zero: lowest compared OMol25 entry of this formula, charge and spin) = 548.16 kJ/mol

***

> What is the relative energy (zero: lowest compared OMol25 entry of this formula, charge and spin) in the first record?

157.41 kJ/mol

***

> Which of these has the lowest DFT total energy?

number 1

***

> The lowest relative energy (zero: lowest compared OMol25 entry of this formula, charge and spin) belongs to which entry?

number 1

***

Please write out number 3 again, unchanged.
The following is a quantum chemistry calculation of a cluster of 2 separate species, C3H5NO in total at a distorted geometry, from the OMol25 dataset.

```
10
C3H5NO (the ωB97M-V functional and the def2-TZVPD basis)
C 0.491 0.620 -0.411
C 0.431 -0.679 0.008
C -0.748 -1.132 0.764
H 1.454 2.661 -0.461
H 2.317 0.951 -1.275
H -0.382 1.151 -0.180
H 1.214 -1.352 -0.007
H -0.846 -2.144 1.195
N 1.379 1.369 -1.033
O -1.807 -0.463 0.724
```

Computed properties:
DFT total energy = -6726.62375 eV
E_LUMO = -0.29 eV
HOMO = -8.64 eV
Relative energy (zero: lowest compared OMol25 entry of this formula, charge and spin) = 284.53 kJ/mol